Formula: HN2O2S
Source: the Open Molecules 2025 dataset
Level of theory: wB97M-V/def2-TZVPD

Values from the calculation:
- ΔE to the lowest compared entry with this formula, charge and spin: 5.7 kcal/mol
- Orbital gap: 0.2656 Eh
- LUMO energy: 3.9 eV
- Charge: -1

Positions of all 6 atoms, in Å:
N1 0.1136 0.9776 0.0556
N2 0.7620 -0.1763 0.0131
O1 0.2223 -1.3207 0.0037
O2 2.0442 -0.0370 -0.0415
S1 -1.5926 1.0187 -0.0223
H1 -1.5496 -0.4622 -0.0086

Force components x, y, z for each atom (eV/Å):
N 1.10 -0.28 -0.07
N 0.66 1.83 -0.25
O -0.25 0.67 0.02
O -1.58 -0.76 0.22
S 0.73 -3.40 0.13
H -0.65 1.93 -0.05



Formula: C6H17N2
Source: the Open Molecules 2025 dataset
Level of theory: wB97M-V/def2-TZVPD

Values from the calculation:
- ΔE to the lowest compared entry with this formula, charge and spin: 56.7 kcal/mol
- Orbital gap (spin up / spin down): 0.4848 / 0.2863 Eh
- ⟨S²⟩: 0.7554
- LUMO energy (spin up / spin down): -6.8 / -12.3 eV
- Multiplicity: 2
- Charge: +2

Positions of all 25 atoms, in Å:
C1 0.0013 -0.0827 0.6303
N1 1.0494 -1.0206 0.4542
C2 0.8072 -2.3348 1.0928
C3 0.7454 -2.2888 2.6318
C4 -0.0034 1.1484 -0.2985
N2 -0.3872 0.4531 -1.6363
C5 -0.4034 1.3074 -2.8871
C6 -0.9497 2.2996 -0.0054
H1 -0.9331 -0.6512 0.6160
H2 -0.1118 0.3508 1.7747
H3 1.9197 -0.5730 0.5290
H4 -0.2172 -2.6618 0.8242
H5 1.6612 -3.0805 0.6608
H6 0.6048 -3.2255 3.1783
H7 -0.2022 -1.6855 2.7946
H8 1.5808 -1.5787 2.8781
H9 1.0000 1.5156 -0.4945
H10 0.2193 -0.4037 -1.6161
H11 -1.4076 0.2071 -1.5695
H12 -1.5983 1.4514 -3.2209
H13 -0.0658 0.6622 -3.7657
H14 0.1860 2.1659 -2.9183
H15 -0.5175 3.3111 -0.0569
H16 -1.2398 2.4491 1.0715
H17 -1.7379 2.2651 -0.6672

Force components x, y, z for each atom (eV/Å):
C -1.66 1.64 2.25
N -2.38 -0.91 2.86
C 1.45 -2.33 -2.64
C -0.42 3.36 0.22
C 0.11 -0.78 -0.89
N -0.81 0.67 0.54
C -3.60 -2.93 -3.35
C 1.61 1.16 2.81
H -0.23 0.25 -0.37
H 1.03 -1.05 -2.08
H 2.30 0.12 -0.32
H 0.76 0.05 -0.62
H -2.03 1.67 1.15
H 0.71 0.04 -0.50
H 0.96 -0.69 0.25
H -0.51 -1.33 0.85
H 0.30 -0.07 0.23
H -0.90 0.87 -1.10
H 1.32 -0.45 0.28
H 3.39 0.21 1.26
H -0.18 0.65 1.31
H 0.77 1.49 0.70
H 0.50 -0.51 -0.93
H -0.31 -1.19 -0.91
H -2.18 0.05 -1.01



Formula: C49H90F11GaNO10S2
Source: the Open Molecules 2025 dataset
Level of theory: wB97M-V/def2-TZVPD

Values from the calculation:
- Orbital gap: 0.2807 Eh
- LUMO energy: 1.9 eV
- Charge: -1

Positions of all 164 atoms, in Å:
C1 -1.0223 0.8601 1.8370
C2 -1.0480 2.1964 1.0736
C3 -0.8490 3.3993 1.9887
C4 -1.2925 4.7606 1.4114
N1 -0.6584 5.1727 0.1427
C5 0.7915 4.9137 0.1013
C6 1.4749 5.9441 -0.8081
C7 2.9368 5.6154 -1.1522
C8 3.7627 5.1731 0.0917
Ga1 4.0091 3.1400 0.1585
C9 3.0165 2.2685 -1.4115
O1 2.7616 0.8684 -1.1715
C10 2.7358 0.0661 -2.2952
O2 1.4570 -0.4909 -2.5600
C11 0.7409 -0.8302 -1.3876
C12 1.4138 -1.8725 -0.4676
O3 0.7430 -3.1337 -0.5849
C13 3.3102 2.5138 2.0048
F1 2.3110 1.5848 1.8998
F2 2.7274 3.5950 2.6457
C14 4.3162 1.9864 3.0119
F3 4.5302 0.6678 2.8541
F4 5.4689 2.6590 3.0123
C15 6.0214 2.7990 -0.1938
F5 6.8585 3.6126 0.4934
F6 6.2389 3.1325 -1.5324
C16 6.5151 1.3432 -0.0553
F7 5.5115 0.4888 0.0487
F8 7.2777 1.2372 1.0370
C17 7.3938 0.8290 -1.2224
F9 8.4408 1.5706 -1.4494
F10 6.7162 0.6064 -2.3106
F11 7.8635 -0.3763 -0.8530
C18 -1.3322 4.7600 -0.9675
S1 -0.7146 3.9220 -2.2299
S2 -3.0846 5.2620 -1.1044
C19 -3.9540 3.7773 -0.5311
C20 -5.4733 3.9140 -0.6548
C21 -6.0892 2.5977 -0.1110
H1 -1.0651 0.0759 1.0793
H2 -0.0510 0.7344 2.3106
H3 -1.8409 0.7705 2.5484
H4 -0.2464 2.1212 0.3362
H5 -1.9643 2.2485 0.4864
H6 0.1637 3.4356 2.3800
H7 -1.4855 3.2286 2.8669
H8 -0.9927 5.5086 2.1537
H9 -2.3755 4.7910 1.3783
H10 1.0520 3.8794 -0.1190
H11 1.1550 5.1102 1.1090
H12 1.4126 6.9213 -0.3231
H13 0.9240 6.0427 -1.7453
H14 3.3797 6.5497 -1.5155
H15 2.9796 4.9205 -1.9935
H16 3.2579 5.5531 0.9799
H17 4.7501 5.6350 0.0169
H18 3.6497 2.4479 -2.2903
H19 2.0628 2.7657 -1.6249
H20 3.4352 -0.7694 -2.1288
H21 3.0768 0.5662 -3.2017
H22 0.4421 0.0433 -0.8057
H23 -0.1912 -1.2821 -1.7282
H24 1.3391 -1.5106 0.5534
H25 2.4664 -2.0389 -0.6990
H26 0.8695 -3.4571 -1.4867
H27 3.8803 2.0958 4.0147
H28 -3.7556 3.5466 0.5158
H29 -3.6519 2.8811 -1.0740
H30 -5.7707 4.1246 -1.6785
H31 -5.8062 4.7250 -0.0042
H32 -6.7513 2.7452 0.7399
H33 -5.2810 1.9512 0.2393
H34 -6.5745 2.0672 -0.9238
C22 4.9798 -2.7228 3.4828
C23 5.8505 -3.0238 4.6943
C24 4.8132 -3.1548 5.7984
O4 3.6187 -3.6564 5.1850
C25 3.7554 -3.5791 3.7582
H35 5.4548 -2.9559 2.5310
H36 4.7048 -1.6672 3.4759
H37 6.3703 -3.9757 4.5541
H38 6.5957 -2.2566 4.9001
H39 4.5805 -2.1802 6.2425
H40 5.1285 -3.8320 6.5929
H41 3.8884 -4.5974 3.3754
H42 2.8441 -3.1632 3.3277
C26 10.8431 2.2403 -4.3168
C27 9.4987 2.9025 -4.0481
C28 9.5338 4.0781 -5.0114
O5 10.3229 3.6645 -6.1353
C29 10.9962 2.4440 -5.8169
H43 10.8827 1.1915 -4.0247
H44 11.6340 2.7734 -3.7826
H45 8.6881 2.2214 -4.3174
H46 9.3566 3.2055 -3.0141
H47 10.0191 4.9491 -4.5578
H48 8.5414 4.3736 -5.3528
H49 10.5161 1.6340 -6.3775
H50 12.0394 2.5118 -6.1307
C30 -10.6799 -0.3516 -0.9033
C31 -10.8746 1.1317 -0.6178
C32 -9.4715 1.5585 -0.2111
O6 -8.5649 0.7142 -0.9256
C33 -9.2913 -0.3686 -1.5209
H51 -11.4397 -0.7784 -1.5572
H52 -10.6809 -0.9144 0.0343
H53 -11.1731 1.6502 -1.5326
H54 -11.6205 1.3387 0.1494
H55 -9.3040 1.4057 0.8612
H56 -9.2634 2.6028 -0.4487
H57 -9.3353 -0.1953 -2.6002
H58 -8.7634 -1.3039 -1.3429
C34 -10.0571 -5.3615 -3.1881
C35 -8.5915 -5.1435 -2.8371
C36 -8.3711 -3.7113 -3.2987
O7 -9.6240 -3.0341 -3.1447
C37 -10.6534 -3.9942 -2.8907
H59 -10.5308 -6.1630 -2.6224
H60 -10.1554 -5.5905 -4.2522
H61 -8.4538 -5.2144 -1.7553
H62 -7.9143 -5.8513 -3.3129
H63 -8.0911 -3.6727 -4.3565
H64 -7.6053 -3.1941 -2.7190
H65 -10.9457 -3.9099 -1.8377
H66 -11.5221 -3.7677 -3.5107
C38 0.8799 -7.9870 0.4703
C39 -0.4292 -7.2401 0.6919
C40 -0.3580 -6.1660 -0.3826
O8 0.3910 -6.7267 -1.4722
C41 1.0138 -7.9389 -1.0449
H67 0.8791 -9.0034 0.8638
H68 1.7032 -7.4408 0.9370
H69 -1.2747 -7.9077 0.5030
H70 -0.5380 -6.8294 1.6947
H71 0.1727 -5.2809 -0.0264
H72 -1.3431 -5.8601 -0.7383
H73 0.4876 -8.7778 -1.5157
H74 2.0527 -7.9507 -1.3782
C42 2.2522 -3.7174 8.3551
C43 3.4520 -4.5218 8.8271
C44 3.0688 -4.8385 10.2657
O9 1.6409 -4.9230 10.3001
C45 1.1068 -4.4149 9.0703
H75 2.1319 -3.7035 7.2729
H76 2.3375 -2.6844 8.7033
H77 3.5300 -5.4447 8.2464
H78 4.3969 -3.9871 8.7466
H79 3.3789 -4.0364 10.9450
H80 3.4968 -5.7776 10.6205
H81 0.7336 -5.2631 8.4863
H82 0.2712 -3.7472 9.2839
C46 -3.8876 1.7655 -5.1725
C47 -5.0474 2.6277 -5.6520
C48 -6.1129 2.3265 -4.6081
O10 -5.4245 2.0436 -3.3887
C49 -4.0233 1.8762 -3.6634
H83 -2.9147 2.0945 -5.5344
H84 -4.0378 0.7298 -5.4893
H85 -4.7678 3.6833 -5.6088
H86 -5.3732 2.4030 -6.6675
H87 -6.6993 1.4416 -4.8818
H88 -6.7986 3.1618 -4.4521
H89 -3.4922 2.7546 -3.2830
H90 -3.6536 0.9933 -3.1396

Force components x, y, z for each atom (eV/Å):
C 0.34 0.37 -0.80
C 0.45 -0.59 0.09
C -0.69 -0.08 -0.27
C 0.71 0.54 1.32
N -0.35 -1.71 -0.45
C 0.40 1.19 0.49
C 0.08 -0.36 -0.47
C 0.13 0.63 0.65
C -0.10 -0.57 -0.79
Ga -0.55 0.62 -0.28
C -0.12 0.51 0.69
O 0.42 0.20 -0.48
C 0.41 -0.82 0.16
O -0.05 0.35 0.01
C -0.12 -0.33 0.25
C -0.30 0.09 -0.74
O 0.01 -0.11 0.29
C 0.96 0.18 -1.01
F -0.35 -0.38 0.20
F -0.15 0.27 0.29
C -1.88 0.02 1.66
F 0.61 -0.59 -0.56
F 0.74 0.26 -0.52
C -0.88 -0.32 -0.20
F 0.48 0.21 0.33
F -0.03 0.07 -0.29
C 1.10 1.16 -0.74
F -1.08 -0.64 0.09
F 0.41 -0.20 0.86
C -0.33 -1.17 1.49
F 0.89 1.08 -0.35
F -0.83 0.32 -1.49
F 0.36 -0.71 0.34
C -0.58 -0.15 -0.52
S 0.11 0.05 -0.15
S 0.07 -0.04 0.48
C -0.37 -0.27 -0.05
C 0.14 -0.23 0.90
C 0.47 0.15 -0.58
H -0.32 -0.26 0.21
H -0.05 0.06 0.37
H 0.02 -0.11 0.08
H 0.07 0.27 -0.08
H -0.14 0.21 0.13
H 0.22 -0.02 -0.17
H -0.01 0.20 0.04
H -0.11 0.06 -0.02
H 0.02 0.16 -0.48
H -0.24 -0.03 -0.28
H -0.04 -0.12 0.12
H 0.07 -0.03 0.17
H -0.09 -0.03 0.05
H -0.10 -0.03 -0.23
H -0.02 -0.18 0.13
H 0.26 0.04 0.17
H 0.01 -0.02 0.23
H 0.02 -0.40 -0.06
H 0.03 -0.03 -0.02
H -0.05 0.02 0.12
H -0.30 0.27 -0.04
H 0.34 0.24 -0.10
H 0.01 -0.04 -0.13
H -0.08 -0.36 0.21
H 0.08 0.37 0.00
H 0.02 0.11 0.16
H 0.03 0.07 0.07
H 0.21 0.31 0.08
H 0.23 0.19 -0.30
H -0.04 -0.06 -0.06
H 0.04 0.26 -0.23
H -0.20 0.08 -0.14
H -0.06 -0.10 0.04
H -0.25 -0.13 0.20
C -0.08 0.23 0.00
C 0.10 -0.18 -0.03
C -0.15 0.16 0.01
O 0.21 0.04 -0.03
C -0.02 -0.22 -0.04
H -0.01 -0.01 0.01
H 0.01 -0.02 -0.05
H 0.01 0.01 0.03
H -0.04 0.02 0.00
H 0.09 0.01 0.04
H -0.08 -0.05 -0.02
H -0.01 0.02 -0.06
H -0.04 -0.01 0.08
C 0.14 0.08 0.07
C -0.13 -0.06 -0.09
C 0.12 0.12 0.02
O 0.02 -0.06 0.11
C -0.13 -0.06 -0.11
H -0.02 0.00 -0.01
H 0.01 -0.03 -0.01
H -0.02 0.03 0.05
H -0.01 0.03 -0.02
H -0.06 0.01 0.05
H 0.04 0.00 -0.08
H 0.06 -0.07 0.03
H -0.02 0.06 -0.05
C -0.03 -0.11 0.16
C -0.06 0.08 -0.13
C 0.14 -0.10 0.11
O -0.34 -0.05 0.05
C 0.13 0.14 -0.18
H 0.03 0.00 -0.03
H -0.01 -0.01 -0.02
H 0.00 0.01 0.02
H 0.03 0.00 0.01
H -0.07 0.08 0.03
H 0.09 -0.03 -0.02
H -0.03 -0.13 -0.02
H 0.07 0.05 -0.01
C -0.03 -0.06 -0.18
C 0.02 -0.02 0.19
C 0.03 0.09 -0.17
O -0.03 -0.23 -0.02
C 0.00 0.11 0.17
H 0.00 0.02 0.02
H -0.02 0.00 0.02
H 0.02 0.00 -0.02
H 0.00 0.02 -0.02
H 0.07 -0.03 0.02
H -0.05 0.07 -0.01
H -0.07 -0.06 -0.01
H 0.03 0.08 -0.01
C 0.14 0.07 0.09
C -0.17 -0.16 -0.08
C 0.14 0.20 0.11
O -0.01 -0.10 0.11
C -0.14 -0.03 -0.12
H -0.01 0.00 -0.02
H 0.00 -0.02 -0.01
H 0.01 0.00 0.03
H 0.03 0.03 -0.02
H -0.11 0.00 0.05
H 0.04 -0.02 -0.10
H 0.07 -0.07 0.04
H -0.02 0.05 -0.05
C -0.09 0.25 -0.05
C 0.01 -0.22 -0.02
C -0.04 0.13 0.11
O 0.07 0.04 -0.09
C 0.00 -0.19 -0.02
H 0.05 -0.02 0.01
H -0.02 -0.01 -0.01
H 0.04 0.02 0.00
H -0.01 0.01 0.06
H 0.09 -0.02 -0.01
H -0.08 -0.02 0.04
H -0.03 0.05 -0.06
H 0.00 -0.04 0.09
C -0.03 -0.21 -0.07
C 0.03 0.20 -0.02
C -0.07 -0.17 0.08
O 0.09 -0.01 -0.20
C 0.07 0.24 0.16
H 0.00 0.03 0.05
H 0.02 0.01 0.00
H -0.01 -0.01 0.00
H -0.01 -0.02 0.02
H -0.05 0.04 -0.07
H 0.00 -0.02 0.07
H 0.09 -0.05 -0.06
H -0.08 0.00 0.05